Record 1
9
Properties=species:S:1:pos:R:3:forces:R:3:lowdin_spin:R:1 method="wB97M-V/def2-TZVPD" charge=0 s2=2.01 homo_energy_ha="-0.228 / -0.392" gap_ev="7.25 / 7.42" relative_energy_kj_mol=85.7 spin_multiplicity=3
C 0.565536 -0.893252 -0.195474 4.61 -0.24 0.19 0.609
C 0.775442 0.551935 -0.047868 -2.94 0.42 -4.83 0.150
N -0.638080 -1.306528 -0.299098 -3.77 0.48 -1.02 0.914
O -0.561194 1.155930 -0.222819 -0.83 -0.85 0.12 0.025
F -2.225873 0.137792 1.134494 -0.57 -0.29 -0.13 0.037
P -1.765917 0.038918 -0.405835 0.58 0.57 1.49 0.149
H 1.402263 -1.442827 0.146487 0.41 -1.13 0.47 0.069
H 1.243020 0.720065 0.822704 1.42 1.38 3.29 0.018
H 1.204803 1.037963 -0.932590 1.09 -0.34 0.42 0.030

***

Record 2
8
Properties=species:S:1:pos:R:3:forces:R:3:lowdin_charge:R:1 method="wB97M-V/def2-TZVPD" charge=0 smiles="[H]/N=C1/CP1F" homo_energy_ha=-0.335 gap_ev=9.41 relative_energy_kj_mol=13.8
H 0.669973 -2.135284 -0.801573 -0.20 -1.02 -0.16 0.047
N 1.110546 -1.394190 -0.293996 3.01 -2.32 -0.44 0.123
C 0.305468 -0.523172 -0.078111 -2.39 4.05 0.54 -0.649
C 0.275835 0.937062 0.226967 0.78 -0.23 -2.97 -0.219
P -1.318263 0.109578 -0.629693 0.92 1.19 0.76 0.940
F -2.143972 0.064193 0.747514 -0.47 -0.38 0.19 -0.376
H 0.168655 1.275517 1.214901 -0.63 0.25 1.23 0.037
H 0.931761 1.666297 -0.386012 -1.02 -1.54 0.86 0.098

***

Record 3
7
Properties=species:S:1:pos:R:3:forces:R:3:lowdin_charge:R:1 method="wB97M-V/def2-TZVPD" charge=0 homo_energy_ha=-0.448 gap_ev=13.31 relative_energy_kj_mol=122.5
C 2.683366 -0.042782 -0.766389 -0.63 0.42 -1.86 -0.029
C -1.149221 0.154430 0.076832 -0.88 -0.56 0.10 -0.099
O 3.020243 -0.271190 0.265405 0.61 -0.42 1.87 0.039
F -0.721142 -1.155011 -0.131235 0.09 -0.06 -1.07 -0.133
H -0.527855 0.900791 -0.440292 -0.25 -0.48 0.08 0.077
H -2.241069 0.238601 -0.133976 0.88 -0.03 -0.38 0.087
H -1.064321 0.175163 1.129658 0.18 1.14 1.28 0.058

***

Record 4
8
Properties=species:S:1:pos:R:3:forces:R:3:lowdin_charge:R:1 method="wB97M-V/def2-TZVPD" charge=0 homo_energy_ha=-0.393 gap_ev=10.27 relative_energy_kj_mol=654.1
C 0.192670 -1.574121 0.218971 -0.92 -1.93 3.52 -0.282
C -0.011786 -0.135655 0.071126 -5.31 -2.43 -1.64 0.050
O 0.904480 -2.550246 -0.261894 4.29 1.19 -1.03 0.177
O -0.433655 -2.744131 0.102435 -3.88 0.52 1.03 0.163
F 0.543281 -1.435984 2.370201 -0.37 -0.10 -3.18 -0.429
H -0.333653 -0.052446 -0.990502 1.14 0.67 0.26 0.132
H 0.839179 0.143484 0.488845 3.92 2.76 1.13 0.050
H -0.918907 0.214485 0.634950 1.15 -0.67 -0.09 0.139

***

Record 5
8
Properties=species:S:1:pos:R:3:forces:R:3:lowdin_charge:R:1 method="wB97M-V/def2-TZVPD" charge=0 smiles="O=C(F)CO" homo_energy_ha=-0.411 gap_ev=11.70 relative_energy_kj_mol=60.1
O -1.384506 0.733269 1.044077 1.08 -0.75 -0.68 0.159
C -0.752782 -0.152887 0.545232 -2.43 1.73 0.91 -0.441
F -1.319020 -1.397578 0.552294 0.63 0.04 -0.01 0.066
C 0.566805 -0.144707 -0.163370 -0.28 -2.83 1.94 -0.237
O 1.007624 1.050146 -0.659440 -2.14 0.75 -2.35 -0.012
H 1.237041 -0.303168 0.713960 -0.04 -0.78 -0.75 0.156
H 0.374376 -1.133073 -0.753144 1.54 1.87 -0.04 0.164
H 0.270462 1.347998 -1.279609 1.64 -0.03 0.98 0.146

***

Record 6
8
Properties=species:S:1:pos:R:3:forces:R:3:lowdin_spin:R:1 method="wB97M-V/def2-TZVPD" charge=+1 s2=6.02 homo_energy_ha="-0.515 / -0.592" gap_ev="7.67 / 9.41" spin_multiplicity=5
C -0.245538 0.418823 0.812254 -1.02 -1.03 1.50 0.113
C 1.095706 0.858194 0.405468 0.33 -0.37 -1.05 0.660
H -0.843434 1.228664 1.260138 0.08 -0.27 -0.34 0.011
F -0.110982 -0.555572 1.840598 -0.18 1.02 -1.61 0.019
H 1.245228 1.852936 -0.014924 0.00 -0.22 0.28 0.043
H 1.928463 0.152836 0.477552 -0.25 0.34 0.10 0.039
O -1.017309 -0.173466 -0.264546 0.79 0.54 1.29 0.028
V -0.476859 -0.373924 -1.913121 0.26 0.00 -0.16 3.087